(1)
{
  "formula": "C24H25N6O2RbS3",
  "method": "wB97M-V/def2-TZVPD",
  "elements": ["Rb", "C", "C", "N", "N", "C", "N", "S", "C", "C", "C", "C", "C", "N", "H", "H", "H", "H", "H", "H", "H", "H", "H", "H", "C", "C", "C", "C", "C", "C", "H", "H", "H", "H", "H", "H", "O", "C", "C", "C", "C", "C", "C", "C", "O", "N", "N", "C", "S", "C", "C", "S", "H", "H", "H", "H", "H", "H", "H", "H", "H"],
  "xyz": [[10.43643, 10.67587, 11.78527], [12.40249, 5.62359, 11.94212], [12.15998, 7.12860, 12.24124], [10.95117, 7.65234, 12.24395], [9.98930, 6.64598, 12.22418], [8.72409, 6.94481, 12.62255], [7.95370, 5.85303, 12.67503], [8.06928, 8.50214, 12.87111], [13.31288, 7.99425, 12.49796], [14.57836, 7.42485, 12.83599], [15.64004, 8.27500, 13.09786], [15.43486, 9.64997, 12.93776], [14.18729, 10.08731, 12.47575], [13.11160, 9.28580, 12.35836], [11.74543, 5.05194, 12.58937], [13.42246, 5.24319, 11.97906], [12.06558, 5.37466, 10.90627], [10.07130, 5.86998, 11.59346], [8.32926, 4.96535, 12.42386], [7.03476, 6.00474, 13.08384], [14.67824, 6.35853, 13.12856], [16.58127, 7.79065, 13.33772], [16.17539, 10.41333, 13.21770], [14.03175, 11.16694, 12.29956], [12.60406, 14.94715, 13.94449], [11.44332, 14.60607, 14.65784], [11.41765, 13.45533, 15.43874], [12.54862, 12.67211, 15.60425], [13.66800, 12.94739, 14.84470], [13.72547, 14.07113, 14.03579], [12.62399, 15.89308, 13.33759], [10.57044, 15.25497, 14.61129], [10.49281, 13.26363, 15.95354], [12.55099, 11.90255, 16.35287], [14.46285, 12.18094, 14.76062], [14.60534, 14.31568, 13.47549], [8.01308, 15.08499, 11.09897], [7.60761, 15.17225, 9.81350], [6.83812, 16.22416, 9.32086], [6.37216, 16.20516, 8.04389], [6.73955, 15.18857, 7.16889], [7.55035, 14.15956, 7.61643], [7.99850, 14.13244, 8.95644], [8.89499, 13.13025, 9.46778], [9.11515, 13.01987, 10.71818], [9.39370, 12.27842, 8.58914], [10.26930, 11.44717, 9.05359], [10.93203, 10.62716, 8.15606], [10.36231, 10.51010, 6.54661], [10.87042, 8.74687, 6.36781], [12.17093, 8.58037, 7.10018], [12.10390, 9.45052, 8.70068], [8.64022, 14.13606, 11.06316], [6.55803, 17.08218, 9.97727], [5.69315, 17.04170, 7.75721], [6.30576, 15.08663, 6.17394], [7.85311, 13.36306, 6.94980], [10.95377, 8.53874, 5.32436], [10.05239, 8.12585, 6.80897], [13.06684, 8.89649, 6.49833], [12.24031, 7.52517, 7.38439]],
  "forces_ev_per_a": [[-0.124, 0.181, 0.149], [-0.720, 0.655, -0.599], [-1.428, -0.761, -0.628], [2.101, -2.105, 0.583], [-0.127, 1.271, -0.039], [-0.798, 1.547, -0.522], [-0.792, 0.719, 0.498], [0.656, -1.359, 0.235], [1.083, -0.934, -0.004], [-0.914, 0.006, 0.702], [-0.404, 0.009, -0.434], [-0.034, 0.225, -0.117], [-0.125, 0.203, 0.946], [1.090, 1.215, -0.675], [0.173, -0.284, 0.306], [-0.143, 0.417, 0.304], [0.112, 0.419, 0.542], [0.367, -0.226, -0.147], [-0.194, -0.593, 0.227], [0.324, -0.498, -0.470], [-0.106, 0.863, -0.718], [0.055, 0.544, 0.323], [-0.157, -0.577, -0.462], [-0.024, -0.684, 0.122], [0.322, -0.127, 0.227], [0.644, 0.297, -0.695], [-0.066, 0.725, 0.213], [-0.601, 0.262, -0.075], [0.847, -0.712, -0.663], [-1.474, 1.069, -0.173], [0.119, -1.204, 0.655], [0.130, -0.228, -0.086], [-0.062, -0.306, 0.354], [-0.031, -0.540, -0.094], [-0.217, 0.779, 0.512], [0.364, -0.089, -0.241], [0.006, 0.261, -1.003], [0.756, -0.594, 1.528], [-0.365, 1.164, 1.487], [-0.731, 0.974, -0.734], [-0.346, -0.876, -0.459], [0.217, 0.218, 0.538], [-0.759, 1.105, -1.273], [0.291, -2.150, -0.590], [0.524, 0.321, 0.770], [-1.073, 1.240, -2.255], [4.568, -4.175, -1.001], [-3.419, 3.186, 3.438], [-0.029, -0.388, -1.362], [-1.155, 0.797, 0.942], [0.870, -0.614, 0.098], [0.156, -0.016, -0.149], [-0.875, 0.867, 0.825], [0.343, -0.972, -0.388], [0.630, -0.837, -0.091], [0.192, 0.364, 0.164], [-0.020, -0.016, 0.063], [0.109, -0.218, -0.709], [0.741, 0.363, -0.291], [-0.949, -0.239, 0.617], [0.475, 0.059, -0.226]],
  "total_charge": 0,
  "orbital_gap_ev": 5.19,
  "e_homo_ev": -6.06,
  "e_above_lowest_kcal_mol": 25.3
}

***

(2)
{
  "formula": "C4H7N3",
  "method": "wB97M-V/def2-TZVPD",
  "elements": ["C", "C", "N", "C", "N", "C", "N", "H", "H", "H", "H", "H", "H", "H"],
  "xyz": [[1.40777, -0.38752, 0.82514], [-0.30348, 0.51291, 1.56713], [-0.27946, -0.31676, 0.30319], [-0.65916, 0.19551, -0.95259], [-0.76326, 1.45331, -1.12768], [-0.75785, -0.81024, -2.00008], [-0.86151, -1.61773, -2.82411], [1.73916, -1.02573, -0.01409], [1.64925, -0.86665, 1.76783], [1.85181, 0.59809, 0.74453], [-0.23281, 1.55214, 1.25679], [-1.23647, 0.31773, 2.10969], [-0.58175, -1.27379, 0.44551], [-0.97223, 1.66874, -2.10127]],
  "forces_ev_per_a": [[0.498, -0.186, -0.257], [-0.377, 0.207, 0.111], [-0.110, -0.132, -0.034], [0.095, 0.279, 0.096], [-0.006, -0.378, -0.110], [-0.142, -0.709, -0.763], [0.123, 0.799, 0.840], [-0.082, 0.113, 0.141], [-0.123, 0.111, -0.118], [-0.102, -0.127, 0.053], [0.018, -0.118, 0.057], [0.136, 0.038, -0.077], [0.055, 0.112, -0.038], [0.016, -0.009, 0.100]],
  "total_charge": 0,
  "orbital_gap_ev": [6.55, 6.55],
  "e_homo_ev": [-6.88, -6.89],
  "e_above_lowest_kcal_mol": 136.8
}

***

(3)
{
  "formula": "C8H9AlBe2CaCl4F6N3O8S",
  "method": "wB97M-V/def2-TZVPD",
  "elements": ["O", "C", "F", "N", "C", "O", "N", "N", "C", "S", "H", "H", "H", "F", "Al", "F", "F", "F", "C", "Cl", "Cl", "H", "H", "Ca", "C", "C", "O", "C", "O", "O", "H", "H", "H", "H", "C", "O", "O", "O", "Be", "F", "Cl", "Cl", "Be"],
  "xyz": [[0.87453, -0.60176, -1.99809], [-0.30751, 0.00539, -2.28771], [-0.80058, -0.09915, -3.70000], [-0.98806, 0.77312, -1.17638], [-2.04034, 1.73560, -1.67968], [-1.86586, 3.04740, -1.36396], [-3.27534, 1.38534, -2.48270], [-4.40249, 1.22181, -1.66063], [-4.38556, -0.14112, -1.37071], [-4.52876, -1.84846, -1.11869], [-1.32730, 0.16132, -0.40217], [-3.48937, 2.17539, -3.16286], [-3.20056, 0.51451, -3.05307], [2.59384, -2.87436, -2.83529], [1.27122, -3.90057, -3.49950], [-0.30049, -3.39326, -2.78132], [1.58816, -5.62605, -3.09242], [1.20346, -3.70856, -5.28892], [1.07164, -0.55152, 1.64167], [1.44114, 0.88639, 2.60124], [-0.65043, -0.62976, 1.25017], [1.64648, -0.51683, 0.71296], [1.34738, -1.44109, 2.21319], [-3.52876, -0.90708, 1.17515], [2.72768, 2.70857, 6.38924], [1.61140, 3.37245, 7.12826], [0.57282, 2.41271, 7.07969], [1.16484, 1.19610, 6.89799], [0.58216, 0.12764, 6.97897], [2.49343, 1.33122, 6.61502], [3.71050, 3.00187, 6.76828], [2.68931, 2.90170, 5.31206], [1.86237, 3.56936, 8.17590], [1.29789, 4.30756, 6.65609], [1.52970, 1.70446, -4.79359], [0.53437, 2.26389, -4.35991], [1.69884, 1.36091, -5.96910], [2.52205, 1.39535, -4.12386], [-1.12876, 0.14957, 3.69891], [-1.42876, -3.12735, -5.18570], [-2.02876, -4.37985, -2.29070], [0.07124, -6.84570, -4.10534], [1.57124, -3.11713, -7.51248]],
  "forces_ev_per_a": [[-9.003, 4.499, -2.104], [7.185, -4.221, 0.634], [0.796, 0.899, 5.240], [-2.268, 0.152, -4.808], [2.694, 8.160, 2.308], [-1.694, -9.286, -2.262], [2.541, 1.461, -3.527], [-1.200, -6.129, 4.055], [-1.002, 2.267, -0.108], [0.644, 2.425, 0.110], [0.684, 0.618, -1.488], [0.725, -0.530, 0.959], [0.715, 0.351, 0.264], [-2.180, -1.728, -0.944], [1.027, 0.949, -0.687], [1.158, -0.130, -0.055], [-0.550, 1.397, -0.415], [0.740, -0.128, 0.926], [1.837, 0.019, 0.252], [-0.146, -0.193, -0.142], [-0.129, -1.128, -0.308], [-0.425, 0.048, -0.023], [-0.373, 0.152, -0.088], [-0.656, -0.005, -0.106], [0.955, 0.532, -0.362], [0.017, 1.197, 0.388], [0.159, -1.115, -0.282], [-1.020, -1.923, 0.301], [1.153, 2.235, -0.410], [-1.008, -0.399, 0.242], [-0.141, -0.231, -0.090], [0.005, 0.003, 0.061], [-0.023, -0.041, -0.118], [-0.117, -0.224, 0.117], [-0.836, 0.500, 0.352], [-0.527, 0.320, 0.321], [0.316, -0.430, -1.135], [1.027, -0.358, 0.528], [-0.777, 0.215, 0.925], [0.036, 0.026, 0.282], [0.117, -0.187, -0.377], [0.115, 0.315, 0.110], [-0.569, -0.354, 1.464]],
  "total_charge": 1,
  "orbital_gap_ev": 1.99,
  "e_homo_ev": -9.05
}

***

How do the records compare in calculated total energy? In the order shown, they have -71488.702, -8725.749, -132331.385 eV.